The following is a quantum chemistry calculation of a structure of composition C30H75N5O10 at a distorted geometry, from OMol25.

HOMO-LUMO gap = 0.2925 hartree
Energy relative to the best compared isomer or geometry (same formula, charge and spin) = 458.70 kcal/mol
Charge = 0
Largest force on an atom = 0.1885 hartree/bohr

Each line ends with the Mulliken charge.
CARTESIAN COORDINATES (ANGSTROEM)
C: -0.6264 0.0733 -8.7768  -0.754
O: -0.2693 -0.7876 -7.7247  -0.311
C: 0.3127 -0.2227 -6.5727  -0.417
C: 0.7353 -1.3568 -5.7149  -0.538
N: 1.7643 -0.9577 -4.7724  -0.429
C: 1.0952 -0.0941 -3.7890  1.246
C: 2.0391 -0.0281 -2.5539  -1.477
O: 1.6804 0.8983 -1.5623  0.135
C: 1.9596 2.3568 -1.8002  -1.583
H: -1.6100 0.4635 -8.5151  0.282
H: -0.6735 -0.5712 -9.6546  0.254
H: 0.0397 0.8918 -9.0499  0.313
H: -0.3079 0.4909 -6.0307  0.308
H: 1.1926 0.3822 -6.7921  0.282
H: 1.1666 -2.0170 -6.4675  0.413
H: -0.0858 -1.9268 -5.2803  0.216
H: 2.4099 -0.3650 -5.2744  0.322
H: 0.2066 -0.5872 -3.3949  -0.733
H: 0.8709 0.9317 -4.0814  0.329
H: 3.0596 0.0746 -2.9228  0.604
H: 1.9136 -1.0126 -2.1033  -0.085
H: 1.3455 2.9440 -2.4829  0.332
H: 2.9302 2.5096 -2.2722  0.651
H: 1.9529 2.9326 -0.8748  0.297
C: -0.0059 -3.5906 0.4225  -0.475
O: -0.1520 -2.2066 0.0186  -0.762
C: -1.0100 -1.9093 -1.0322  -1.079
C: -0.6830 -0.5426 -1.6593  1.129
N: -1.4078 0.5807 -1.0209  -0.329
C: -1.0790 1.9086 -1.5708  -1.184
C: 0.0173 2.5078 -0.7670  -0.879
O: -0.3844 2.6445 0.5834  -0.351
C: 0.0673 3.8354 1.1508  -1.199
H: 0.7330 -4.0054 -0.2631  0.517
H: -0.8642 -4.2616 0.3848  1.074
H: 0.5093 -3.5801 1.3830  -0.230
H: -1.9629 -1.7922 -0.5160  -0.286
H: -1.1295 -2.7935 -1.6582  0.427
H: -0.9110 -0.4512 -2.7213  0.823
H: 0.3922 -0.4331 -1.5180  -1.274
H: -1.1479 0.8097 -0.0722  0.237
H: -1.9455 2.5235 -1.3276  0.510
H: -0.9341 1.8390 -2.6489  0.287
H: 0.2125 3.4920 -1.1928  1.041
H: 0.9374 1.9242 -0.7987  0.761
H: -0.3553 4.7864 0.8266  0.362
H: 1.1412 3.9098 1.3222  0.343
H: -0.2775 3.7247 2.1789  0.568
C: 0.6257 8.7878 1.9046  -0.799
O: 1.6068 7.9126 2.2813  -0.304
C: 2.2392 7.2134 1.2836  -0.277
C: 3.4613 6.5038 1.8864  -1.021
N: 3.2199 5.2097 2.5222  -0.355
C: 2.1411 5.1898 3.5579  -0.164
C: 1.7604 3.7794 3.8952  -1.030
O: 1.3368 2.9281 2.7997  -0.106
C: 0.9498 1.6028 3.1596  -0.629
H: 0.4279 9.3138 2.8385  0.250
H: -0.1366 8.2463 1.3444  0.305
H: 0.9104 9.6124 1.2511  0.317
H: 2.6173 7.8827 0.5109  0.579
H: 1.5942 6.4148 0.9170  0.088
H: 3.8969 7.2258 2.5770  0.327
H: 4.1452 6.4200 1.0418  0.479
H: 3.2331 4.4573 1.8485  0.265
H: 1.2604 5.7234 3.2006  0.203
H: 2.3596 5.7444 4.4704  0.484
H: 1.0234 3.7943 4.6982  0.385
H: 2.7146 3.4232 4.2834  0.360
H: 0.8808 0.9843 2.2647  -0.169
H: 0.0596 1.4497 3.7696  0.355
H: 1.6877 1.1407 3.8155  0.468
C: 2.4445 -0.9213 2.0192  -0.560
O: 3.4614 -1.9556 1.9015  -0.510
C: 3.4631 -2.6805 0.6176  -0.841
C: 2.1564 -3.4522 0.3567  0.685
N: 1.9077 -4.5580 1.2474  0.082
C: 2.9698 -5.5704 1.0732  -0.591
C: 2.6111 -6.6147 2.1396  -0.864
O: 2.5426 -5.9821 3.4535  -0.320
C: 2.3140 -6.8669 4.4738  -0.836
H: 1.4823 -1.4224 1.9137  0.320
H: 2.5021 -0.3980 1.0647  0.413
H: 2.5690 -0.1968 2.8240  0.128
H: 4.3861 -3.2442 0.4821  0.477
H: 3.6148 -2.0090 -0.2275  0.237
H: 2.2327 -3.7879 -0.6776  0.522
H: 1.3481 -2.7431 0.5358  -1.115
H: 1.8887 -4.3065 2.2254  0.229
H: 3.9401 -5.2424 1.4462  0.267
H: 3.0859 -5.8562 0.0278  0.366
H: 3.4703 -7.2849 2.1125  0.555
H: 1.8257 -7.3301 1.8959  0.384
H: 2.9611 -7.7429 4.4311  0.309
H: 1.3450 -7.2702 4.7680  0.320
H: 2.4685 -6.3231 5.4058  0.276
C: -9.0252 0.1907 1.3779  -0.781
O: -8.0885 -0.7798 1.1096  -0.260
C: -6.9174 -0.3083 0.4777  -0.694
C: -5.7680 -1.4547 0.6506  -0.379
N: -4.7058 -1.0649 -0.2188  -0.211
C: -3.4998 -1.9696 -0.3012  1.016
C: -3.1243 -2.7195 1.0099  -0.819
O: -2.0783 -3.5916 0.8417  -0.310
C: -1.6377 -4.3801 1.9887  -0.980
H: -9.8033 -0.2386 2.0091  0.259
H: -9.5399 0.6291 0.5229  0.308
H: -8.6631 1.0528 1.9380  0.326
H: -6.5146 0.5318 1.0435  0.331
H: -7.0493 -0.0250 -0.5665  0.407
H: -6.0868 -2.4301 0.2831  0.226
H: -5.2343 -1.3737 1.5975  0.269
H: -4.4653 -0.0840 -0.2055  0.284
H: -2.5931 -1.4332 -0.5810  -0.710
H: -3.7363 -2.6373 -1.1297  0.199
H: -3.9879 -3.2837 1.3620  0.433
H: -2.8316 -1.9091 1.6776  0.407
H: -1.1116 -5.1053 1.3679  0.453
H: -2.5194 -4.8365 2.4386  0.472
H: -0.8869 -3.9235 2.6336  0.118